# 1
# C14H36Cl4F2N6O8S2

A cluster of 8 separate species, C14H36Cl4F2N6O8S2 in total (ωB97M-V with the def2-TZVPD basis set, the Open Molecules 2025 dataset).

Geometry (Å):
N1 -2.91310 -0.85052 3.16511
H1 -2.24721 -0.97926 3.91353
H2 -2.31923 -0.66251 2.37008
H3 -3.52964 -0.07120 3.34569
H4 -3.33509 -1.70924 2.84164
N2 -1.29090 -0.52655 1.20681
S1 -1.80775 0.32212 -0.20710
O1 -2.32650 -0.54118 -1.27423
O2 -1.22333 1.63028 -0.58356
F1 -3.20883 0.83885 0.44009
S2 0.10532 -0.58612 0.65904
O3 0.99281 0.54196 1.04414
O4 0.41428 -1.26657 -0.60733
F2 0.54568 -1.76542 1.63513
C1 -6.46659 2.70425 -3.79467
C2 -6.84345 3.52827 -2.57218
O5 -7.95346 4.09748 -2.59626
N3 -6.15059 3.58263 -1.43798
C3 -5.01190 2.78741 -1.21447
H5 -5.78803 3.21153 -4.48047
H6 -7.31193 2.59721 -4.47439
H7 -6.17400 1.70380 -3.47595
H8 -6.59933 4.12367 -0.71271
H9 -4.07995 3.29231 -1.46872
H10 -5.06287 1.84942 -1.76736
H11 -4.88747 2.50640 -0.16869
C4 4.85172 4.26469 -2.52109
C5 3.80556 3.19369 -2.18466
O6 4.12236 2.03790 -2.12146
N4 2.58526 3.52653 -1.93034
C6 1.37884 2.66696 -1.61310
H12 5.55647 3.84636 -3.23972
H13 5.42217 4.54114 -1.63438
H14 4.45487 5.15750 -3.00432
H15 2.31743 4.49770 -2.00244
H16 1.61329 1.92406 -0.85071
H17 0.95056 2.22123 -2.51089
H18 0.57852 3.22713 -1.12956
C7 3.05501 -1.56660 -2.58342
C8 3.86428 -1.60566 -1.28520
O7 4.05977 -2.65310 -0.66998
N5 4.42978 -0.42395 -0.95778
C9 5.39644 -0.25808 0.11428
H19 3.64206 -1.56398 -3.50182
H20 2.33064 -0.75845 -2.48201
H21 2.40385 -2.43810 -2.51571
H22 4.28491 0.39556 -1.53007
H23 5.25934 0.72776 0.55862
H24 6.43678 -0.47515 -0.12794
H25 5.13249 -0.84665 0.99292
C10 -0.86332 -4.47446 3.58134
C11 0.46383 -4.48607 4.28961
O8 0.70228 -5.36987 5.10508
N6 1.34065 -3.60153 3.81379
C12 2.79657 -3.79178 3.82810
H26 -1.55074 -3.98905 4.27411
H27 -1.29631 -5.43806 3.31281
H28 -0.73782 -4.01264 2.60202
H29 1.02424 -2.81359 3.26684
H30 3.25154 -3.75001 4.81773
H31 3.31452 -3.15138 3.11415
H32 3.05335 -4.76057 3.39961
C13 1.68663 0.41810 4.41390
Cl1 2.06011 1.86687 5.48434
Cl2 3.16504 -0.42541 3.98819
H33 0.97105 -0.23657 4.91134
H34 1.12632 0.78949 3.55587
C14 -2.73408 -2.51529 -3.65978
Cl3 -2.26617 -4.17324 -3.92195
Cl4 -3.61520 -1.71630 -5.07872
H35 -3.41228 -2.52800 -2.80657
H36 -1.93953 -1.83819 -3.34621

Cartesian forces (eV/Å) of the 3 atoms listed first:
N -0.131 -0.280 0.607
H -0.169 -0.378 0.648
H 0.908 0.931 -1.148

Calculated values
E_HOMO (alpha / beta): -10.71 / -10.71 eV
<S²>: 0.78
orbital gap (alpha / beta): 7.027 / 2.822 eV
total charge: +1
M: 660.418 g mol⁻¹
max |F|: 10.55 eV Å⁻¹
total energy: -4321.95894 Eh
multiplicity: 2
LUMO energy (alpha / beta): -3.6862 / -7.8912 eV

---

# 2
# C15H31FP2Ti

A structure of composition C15H31FP2Ti (ωB97M-V with the def2-TZVPD basis set, the Open Molecules 2025 dataset).

Geometry (Å):
P1 1.83262 1.45401 -0.59821
P2 -1.19645 -1.22130 -1.54092
C1 1.41319 0.33819 -1.92758
C2 -0.03445 0.08213 -2.42447
H1 1.92956 -0.61375 -1.76052
H2 1.93542 0.78585 -2.78601
H3 -0.60719 1.01232 -2.55859
H4 0.02333 -0.38839 -3.42825
C3 -0.38582 -2.69374 -2.23862
H5 -0.78041 -3.57984 -1.73121
H6 0.71071 -2.67784 -2.13328
H7 -0.62083 -2.75713 -3.31440
C4 -2.69311 -0.95498 -2.55522
H8 -2.54550 -1.41326 -3.55025
H9 -2.93307 0.10085 -2.67647
H10 -3.54981 -1.46982 -2.05795
C5 3.65495 1.50221 -0.62678
H11 4.06014 1.93113 0.31597
H12 4.04442 2.09880 -1.45727
H13 4.04958 0.48553 -0.71719
C6 1.06321 3.08215 -0.83501
H14 0.03637 2.98962 -1.24962
H15 1.65464 3.69235 -1.53566
H16 0.99010 3.63330 0.12326
Ti1 -0.64940 -0.35686 2.95273
C7 -1.74481 -1.50264 0.43746
C8 -0.50430 -1.94344 1.17312
C9 0.81908 -1.56061 0.57010
C10 1.73992 -0.62493 1.32793
C11 1.47314 0.89221 1.06370
C12 0.00971 1.24114 1.48330
C13 -1.08286 1.05540 0.50975
C14 -2.18295 -0.04530 0.80582
C15 -1.83716 0.44273 4.31035
H17 -2.59539 -2.19300 0.64118
H18 -0.48224 -2.95176 1.62947
H19 0.62403 -1.07147 -0.39603
H20 1.38341 -2.47347 0.30218
H21 1.70390 -0.85048 2.40551
H22 2.77772 -0.83818 1.04013
H23 2.17252 1.51571 1.66044
H24 -0.10670 2.17083 2.07677
H25 -0.63306 0.82727 -0.47621
H26 -1.60445 2.01522 0.30665
H27 -2.61051 0.15569 1.82676
H28 -3.02305 0.18182 0.13055
H29 -2.90841 0.25144 4.10506
H30 -1.61318 1.51840 4.12580
H31 -1.60267 0.20543 5.36204
F1 0.42613 -1.47954 3.88971

Cartesian forces (eV/Å) of the 3 atoms listed first:
P 0.220 -0.248 0.803
P 0.222 1.046 1.083
C -0.382 -0.259 -1.577

Calculated values
E_HOMO (alpha / beta): -3.61 / -5.97 eV
<S²>: 2.01
orbital gap (alpha / beta): 3.752 / 6.084 eV
total charge: 0
M: 340.226 g mol⁻¹
max |F|: 3.47 eV Å⁻¹
total energy: -2221.94664 Eh
multiplicity: 3
LUMO energy (alpha / beta): 0.1407 / 0.1105 eV

---

# 3
# C3H6NS2

A structure of composition C3H6NS2 (ωB97M-V with the def2-TZVPD basis set, the Open Molecules 2025 dataset).

Geometry (Å):
C1 1.60440 0.13260 -0.01792
C2 -0.04040 1.19670 -0.10022
C3 -0.55395 -1.21603 0.34601
N1 -0.96138 0.07698 -0.31466
S1 3.05016 0.85243 0.06484
S2 1.18219 -1.51232 -0.16785
H1 0.07917 1.59938 0.87822
H2 0.16177 1.74934 -0.91708
H3 -0.50774 -1.17451 1.51221
H4 -1.17495 -2.11650 0.08219
H5 -1.92680 0.43971 -0.00985
H6 -0.91247 -0.02777 -1.35589

Cartesian forces (eV/Å) of the 3 atoms listed first:
C -0.381 2.938 -0.253
C 4.186 -4.721 2.656
C 0.682 -1.307 1.910

Calculated values
E_HOMO: -12.83 eV
orbital gap: 8.334 eV
total charge: +1
M: 120.222 g mol⁻¹
max |F|: 6.85 eV Å⁻¹
total energy: -968.68894 Eh
LUMO energy: -4.4970 eV

---

# 4
# C4H3O2

The ion C4H3O2 with charge -1 (ωB97M-V with the def2-TZVPD basis set, the Open Molecules 2025 dataset).

Geometry (Å):
C1 0.58507 0.90523 2.02563
C2 0.45645 0.45416 0.90891
C3 0.35292 -0.25430 -0.35787
C4 -1.07447 -0.37619 -1.31524
O1 -1.16078 -1.52335 -1.80405
O2 -1.89328 0.58747 -1.38996
H1 0.86166 1.21281 3.02569
H2 0.66618 -1.29765 -0.12291
H3 1.20624 0.29182 -0.97021

Cartesian forces (eV/Å) of the 3 atoms listed first:
C 0.385 -0.069 0.061
C -0.693 0.072 0.892
C 0.960 0.839 -1.505

Calculated values
E_HOMO: -4.25 eV
SMILES: C#CCC(=O)[O-]
orbital gap: 8.294 eV
total charge: -1
M: 83.066 g mol⁻¹
max |F|: 2.42 eV Å⁻¹
total energy: -304.68136 Eh
LUMO energy: 4.0459 eV

---

# 5
# C3H6BrCl

A structure of composition C3H6BrCl (ωB97M-V with the def2-TZVPD basis set, the Open Molecules 2025 dataset).

Geometry (Å):
C1 2.11821 0.46741 0.22223
C2 0.66541 -0.20774 0.07218
C3 -3.26052 -0.45892 -0.54680
Cl1 -3.66228 -1.94122 -0.13803
Br1 -4.44858 0.89908 -0.06640
H1 2.67097 0.30533 -0.61241
H2 2.87170 0.19793 1.04424
H3 2.00055 1.62299 0.27572
H4 0.30589 0.15637 -0.97003
H5 0.79111 -1.30071 0.00211
H6 -0.05246 0.25946 0.71719

Cartesian forces (eV/Å) of the 3 atoms listed first:
C -1.629 1.970 2.968
C 2.153 1.404 -2.512
C 1.614 2.548 -1.208

Calculated values
E_HOMO: -9.03 eV
orbital gap: 8.065 eV
total charge: 0
M: 157.438 g mol⁻¹
max |F|: 3.92 eV Å⁻¹
total energy: -3151.96117 Eh
LUMO energy: -0.9641 eV

---

# 6
# CH6O2

A cluster of 2 separate species, CH6O2 in total (ωB97M-V with the def2-TZVPD basis set, the Open Molecules 2025 dataset).

Geometry (Å):
C1 1.82714 0.31382 -0.01736
O1 0.73085 -0.63289 0.00298
H1 2.85204 -0.09221 -0.14557
H2 1.81395 1.03921 -0.79978
H3 1.84896 0.88424 0.92865
H4 -0.06492 -0.02803 0.11954
O2 -2.20490 0.16939 -0.04505
H5 -3.15132 -0.06299 -0.54139
H6 -2.46910 0.08486 0.87935

Cartesian forces (eV/Å) of the 3 atoms listed first:
C 0.596 -0.180 1.180
O -0.102 2.088 -0.047
H -0.916 -0.776 0.294

Calculated values
E_HOMO: -10.03 eV
SMILES: CO.O
orbital gap: 10.547 eV
total charge: 0
M: 50.057 g mol⁻¹
max |F|: 4.46 eV Å⁻¹
total energy: -192.13363 Eh
LUMO energy: 0.5178 eV